ORCA calculation (wB97M-V/def2-TZVPD) on a structure of composition C38H26BCl2FeN9OS2 at a distorted geometry.

Each line ends with the Löwdin spin population.
Geometry (Å):
Fe (-0.471, -0.988, -0.646)  0.98
C (-1.386, -4.980, -1.646)  0.00
C (-1.603, -3.613, -1.788)  0.00
N (-0.812, -2.931, -0.953)  -0.02
N (-0.091, -3.844, -0.277)  0.00
C (-0.412, -5.079, -0.671)  0.01
B (0.960, -3.325, 0.702)  0.00
N (0.186, -2.418, 1.686)  0.00
C (0.068, -2.477, 3.018)  0.01
C (-0.677, -1.389, 3.439)  0.00
C (-0.980, -0.699, 2.268)  0.01
N (-0.456, -1.338, 1.222)  -0.01
N (1.884, -2.449, -0.166)  0.00
C (3.168, -2.616, -0.518)  0.00
C (3.511, -1.601, -1.392)  0.00
C (2.347, -0.844, -1.528)  0.00
N (1.387, -1.365, -0.774)  -0.01
H (-1.868, -5.775, -2.186)  0.00
H (-2.292, -3.124, -2.452)  0.00
H (0.066, -5.942, -0.239)  0.00
H (1.552, -4.190, 1.263)  0.00
H (0.524, -3.270, 3.587)  0.00
H (-0.962, -1.139, 4.445)  0.00
H (-1.511, 0.230, 2.140)  0.00
H (3.749, -3.443, -0.145)  0.00
H (4.461, -1.448, -1.873)  0.00
H (2.166, 0.036, -2.123)  0.00
S (-3.191, 2.397, -3.291)  0.00
C (-3.929, 3.683, -4.138)  0.00
C (-3.449, 4.895, -3.742)  0.00
C (-2.469, 4.787, -2.736)  0.00
C (-2.200, 3.490, -2.365)  0.00
C (-1.235, 3.017, -1.394)  0.00
C (-1.060, 1.655, -1.140)  0.00
N (-0.197, 1.058, -0.323)  -0.01
C (0.649, 1.926, 0.422)  0.00
C (0.477, 3.344, 0.232)  0.00
C (1.251, 4.296, 0.964)  0.00
C (2.165, 3.926, 1.866)  0.00
C (2.410, 2.548, 2.103)  0.00
C (3.362, 2.169, 3.044)  0.00
C (3.637, 0.837, 3.279)  0.00
C (2.896, -0.063, 2.482)  0.00
N (1.988, 0.272, 1.614)  0.00
C (1.673, 1.554, 1.375)  0.00
C (4.600, 0.368, 4.246)  0.00
C (5.420, 1.095, 5.077)  0.00
C (6.226, 0.299, 5.913)  0.00
C (6.023, -1.036, 5.722)  0.00
S (4.848, -1.337, 4.523)  0.00
C (-0.437, 3.864, -0.666)  0.00
H (-4.676, 3.474, -4.886)  0.00
H (-3.784, 5.832, -4.160)  0.00
H (-1.972, 5.639, -2.294)  0.00
H (-1.723, 1.024, -1.692)  0.00
H (1.065, 5.344, 0.766)  0.00
H (2.736, 4.660, 2.421)  0.00
H (3.890, 2.934, 3.598)  0.00
H (3.093, -1.125, 2.585)  0.00
H (5.441, 2.176, 5.080)  0.00
H (6.931, 0.690, 6.630)  0.00
H (6.499, -1.866, 6.219)  0.00
H (-0.524, 4.936, -0.784)  0.00
Cl (-0.648, -0.715, -5.421)  0.00
C (-1.961, -0.694, -4.323)  0.01
C (-3.276, -0.610, -4.769)  0.00
C (-4.328, -0.590, -3.878)  0.01
Cl (-5.932, -0.431, -4.482)  0.00
C (-4.107, -0.689, -2.485)  0.00
C (-5.105, -0.728, -1.505)  0.00
C (-4.726, -0.886, -0.186)  0.00
C (-3.386, -0.950, 0.159)  0.00
N (-2.404, -0.846, -0.731)  -0.01
C (-2.760, -0.767, -2.049)  0.00
C (-1.669, -0.751, -2.952)  0.00
O (-0.452, -0.778, -2.483)  0.02
H (-3.484, -0.557, -5.829)  0.00
H (-6.150, -0.674, -1.775)  0.00
H (-5.477, -0.979, 0.585)  0.00
H (-3.073, -1.097, 1.181)  0.00

Values from the calculation:
* multiplicity: 2
* calculated total energy: -137064.4840 eV
* gap between HOMO and LUMO (alpha / beta): 7.0 / 6.6 eV
* highest occupied orbital energy (alpha / beta): -10.20 / -10.21 eV
* total charge: +1
* <S²>: 0.767
* energy relative to the best compared isomer or geometry (same formula, charge and spin): 0.0 kcal/mol

---

ORCA calculation (wB97M-V/def2-TZVPD) on a structure of composition C38H26BrN2OPPm.

Each line ends with the Löwdin spin population.
Geometry (Å):
Pm (0.568, 1.135, -0.092)  4.04
Br (5.892, -0.699, 5.075)  0.00
C (4.591, 0.109, 3.974)  0.00
C (3.636, 0.957, 4.533)  0.00
C (2.671, 1.542, 3.742)  0.00
C (2.618, 1.284, 2.366)  0.00
O (1.657, 1.789, 1.640)  -0.01
C (3.612, 0.458, 1.785)  0.00
C (3.753, 0.195, 0.376)  0.00
N (2.962, 0.550, -0.581)  0.00
C (3.362, 0.352, -1.930)  0.00
C (4.658, 0.192, -2.354)  0.00
C (4.970, 0.044, -3.721)  0.00
C (3.993, 0.099, -4.670)  0.00
C (2.651, 0.322, -4.284)  0.00
C (1.600, 0.452, -5.222)  0.00
C (0.330, 0.710, -4.795)  0.00
C (0.100, 0.835, -3.414)  0.00
N (1.050, 0.706, -2.513)  -0.01
C (2.330, 0.446, -2.917)  0.00
C (4.589, -0.121, 2.622)  0.00
H (3.662, 1.153, 5.596)  0.00
H (1.925, 2.196, 4.168)  0.00
H (4.654, -0.369, 0.120)  0.00
H (5.473, 0.208, -1.645)  0.00
H (6.003, -0.092, -4.008)  0.00
H (4.227, 0.001, -5.721)  0.00
H (1.826, 0.356, -6.276)  0.00
H (-0.489, 0.826, -5.488)  0.00
H (-0.896, 1.055, -3.037)  0.00
H (5.353, -0.755, 2.189)  0.00
C (-3.754, -4.788, -0.789)  0.00
C (-3.602, -3.923, -1.863)  0.00
C (-2.971, -2.704, -1.683)  0.00
C (-2.496, -2.335, -0.426)  0.00
C (-2.654, -3.208, 0.648)  0.00
C (-3.278, -4.432, 0.464)  0.00
P (-1.760, -0.689, -0.268)  0.00
C (-0.730, -0.912, 1.243)  0.00
C (-1.043, -0.376, 2.493)  0.00
C (-0.235, -0.646, 3.592)  0.00
C (0.894, -1.438, 3.452)  0.00
C (1.233, -1.958, 2.207)  0.00
C (0.435, -1.686, 1.106)  0.00
C (-3.110, 0.423, 0.197)  0.00
C (-4.354, -0.053, 0.529)  0.00
C (-5.417, 0.837, 0.775)  0.00
C (-5.216, 2.183, 0.656)  0.00
C (-3.947, 2.705, 0.308)  0.00
C (-3.746, 4.102, 0.167)  0.00
C (-2.520, 4.599, -0.154)  0.00
C (-1.426, 3.711, -0.323)  0.00
C (-1.552, 2.342, -0.224)  -0.01
C (-2.858, 1.829, 0.087)  0.00
H (-4.244, -5.741, -0.929)  0.00
H (-3.970, -4.198, -2.841)  0.00
H (-2.850, -2.036, -2.528)  0.00
H (-2.295, -2.937, 1.634)  0.00
H (-3.395, -5.106, 1.301)  0.00
H (-1.925, 0.247, 2.594)  0.00
H (-0.492, -0.233, 4.557)  0.00
H (1.518, -1.645, 4.310)  0.00
H (2.117, -2.570, 2.096)  0.00
H (0.694, -2.104, 0.132)  0.00
H (-4.532, -1.120, 0.592)  0.00
H (-6.390, 0.449, 1.039)  0.00
H (-6.030, 2.876, 0.824)  0.00
H (-4.589, 4.763, 0.321)  0.00
H (-2.378, 5.665, -0.264)  0.00
H (-0.461, 4.170, -0.555)  0.00

Values from the calculation:
* multiplicity: 5
* calculated total energy: -140739.0160 eV
* gap between HOMO and LUMO (alpha / beta): 6.9 / 6.9 eV
* highest occupied orbital energy (alpha / beta): -10.34 / -10.34 eV
* total charge: +1
* <S²>: 6.005
* energy relative to the best compared isomer or geometry (same formula, charge and spin): 0.0 kcal/mol

---

ORCA calculation (wB97M-V/def2-TZVPD) on a structure of composition C38H26IrN2O2S4.

Each line ends with the Löwdin charge.
Geometry (Å):
Ir (-0.032, 1.447, 1.052)  0.64
C (-4.079, -2.077, 6.396)  -0.03
C (-3.603, -1.516, 5.089)  -0.24
C (-3.761, -2.233, 3.900)  -0.01
C (-3.331, -1.717, 2.693)  -0.04
C (-2.731, -0.464, 2.687)  -0.39
C (-2.582, 0.286, 3.843)  -0.07
C (-3.012, -0.254, 5.042)  -0.01
S (-2.190, 0.203, 1.146)  0.92
O (-3.142, -0.098, 0.085)  -0.37
C (-0.643, -0.699, 0.907)  -0.45
C (0.079, -1.226, 2.032)  -0.08
C (1.243, -1.883, 1.845)  0.01
C (1.769, -2.096, 0.536)  -0.14
C (2.975, -2.796, 0.344)  0.00
C (3.468, -2.999, -0.919)  -0.04
C (2.777, -2.505, -2.034)  -0.04
C (1.607, -1.807, -1.873)  -0.02
C (1.079, -1.585, -0.586)  -0.14
C (-0.145, -0.836, -0.395)  -0.15
C (-0.935, -0.415, -1.599)  -0.16
C (-1.602, -1.421, -2.362)  -0.11
C (-1.548, -2.793, -2.022)  -0.01
C (-2.220, -3.721, -2.768)  -0.05
C (-2.982, -3.327, -3.884)  -0.05
C (-3.068, -2.008, -4.225)  -0.01
C (-2.390, -1.022, -3.472)  -0.13
C (-2.517, 0.352, -3.795)  0.02
C (-1.891, 1.306, -3.054)  -0.02
C (-1.098, 0.895, -1.969)  -0.29
S (-0.288, 2.158, -1.029)  0.80
O (-1.085, 3.372, -1.073)  -0.37
C (1.220, 2.466, -1.906)  -0.37
C (2.284, 1.582, -1.847)  -0.13
C (3.422, 1.861, -2.577)  -0.01
C (3.513, 3.015, -3.356)  -0.24
C (4.768, 3.330, -4.114)  -0.03
C (2.426, 3.887, -3.387)  -0.01
C (1.275, 3.625, -2.663)  -0.03
H (-4.444, -3.095, 6.283)  0.08
H (-4.890, -1.468, 6.798)  0.09
H (-3.276, -2.077, 7.133)  0.09
H (-4.232, -3.207, 3.925)  0.12
H (-3.468, -2.262, 1.767)  0.13
H (-2.142, 1.274, 3.810)  0.08
H (-2.899, 0.319, 5.954)  0.13
H (-0.316, -1.057, 3.025)  0.12
H (1.809, -2.238, 2.697)  0.13
H (3.504, -3.175, 1.209)  0.12
H (4.393, -3.542, -1.058)  0.12
H (3.173, -2.671, -3.027)  0.12
H (1.087, -1.415, -2.738)  0.13
H (-0.971, -3.115, -1.165)  0.12
H (-2.170, -4.767, -2.498)  0.11
H (-3.506, -4.074, -4.464)  0.11
H (-3.664, -1.694, -5.073)  0.12
H (-3.134, 0.634, -4.638)  0.13
H (-2.000, 2.361, -3.269)  0.13
H (2.240, 0.692, -1.234)  0.07
H (4.261, 1.177, -2.532)  0.12
H (5.334, 2.427, -4.338)  0.08
H (5.410, 3.987, -3.524)  0.10
H (4.545, 3.841, -5.049)  0.09
H (2.481, 4.789, -3.982)  0.13
H (0.439, 4.311, -2.671)  0.12
S (2.210, 2.052, 1.238)  0.67
C (1.793, 2.872, 2.715)  -1.01
S (0.019, 2.887, 2.766)  0.65
C (2.605, 3.343, 3.683)  -0.33
C (2.052, 3.951, 4.849)  -0.21
N (1.566, 4.411, 5.782)  0.19
C (4.017, 3.201, 3.546)  -0.21
N (5.144, 3.046, 3.391)  0.19

Values from the calculation:
* calculated total energy: -93075.7697 eV
* gap between HOMO and LUMO (alpha / beta): 6.2 / 6.2 eV
* highest occupied orbital energy (alpha / beta): -11.24 / -11.24 eV
* total charge: +1
* energy relative to the best compared isomer or geometry (same formula, charge and spin): 12.0 kcal/mol

---

Q: The highest energy relative to the best compared isomer or geometry (same formula, charge and spin) belongs to which entry?
A: C38H26IrN2O2S4